Model 1:
{"formula": "C7H6", "method": "wB97M-V/def2-TZVPD", "species": ["C", "C", "C", "C", "C", "C", "C", "H", "H", "H", "H", "H", "H"], "positions_angstrom": [[-1.23, -1.18, 0.02], [0.17, -1.05, 0.05], [-1.96, -0.03, 0.24], [0.18, 1.39, 0.01], [0.84, 0.19, 0.16], [2.19, 0.11, 0.16], [-1.38, 1.29, -0.12], [-1.62, -2.16, 0.08], [0.83, -1.87, -0.07], [2.95, 0.84, 0.25], [2.55, -1.02, 0.08], [-1.49, 1.40, -1.25], [-2.03, 2.07, 0.38]], "lumo_energy_ev": [-1.3, -0.8], "orbital_gap_ev": [6.13, 7.22]}

=====

Model 2:
{"formula": "C7H6", "method": "wB97M-V/def2-TZVPD", "species": ["C", "C", "C", "C", "C", "C", "C", "H", "H", "H", "H", "H", "H"], "positions_angstrom": [[3.30, 0.30, 0.00], [2.11, 0.08, 0.00], [0.85, -0.56, 0.01], [-0.43, -0.13, 0.01], [-1.52, -1.17, 0.01], [-0.94, 1.19, 0.01], [-1.39, 2.31, 0.00], [4.29, 0.66, -0.02], [0.96, -1.64, 0.01], [-1.93, -1.30, -1.00], [-2.35, -0.86, 0.65], [-1.14, -2.14, 0.34], [-1.81, 3.27, -0.01]], "lumo_energy_ev": 0.3, "orbital_gap_ev": 9.04}

=====

model 2 has the most favorable energy; the next structure is 92.3 kcal/mol above.

=====

Model 1:
{"formula": "CH2N2OS2", "method": "wB97M-V/def2-TZVPD", "species": ["C", "N", "N", "O", "S", "S", "H", "H"], "positions_angstrom": [[-0.52, 0.68, 0.28], [0.94, -0.83, 0.60], [-1.22, -0.09, -0.49], [-0.47, 1.79, 0.68], [2.40, -0.10, 1.02], [1.94, -0.82, -0.83], [-1.11, -1.08, -0.42], [-1.96, 0.45, -0.85]], "lumo_energy_ev": 0.0, "orbital_gap_ev": 8.10}

=====

Model 2:
{"formula": "CH2N2OS2", "method": "wB97M-V/def2-TZVPD", "species": ["C", "N", "N", "O", "S", "S", "H", "H"], "positions_angstrom": [[-0.44, 0.40, 0.55], [-0.68, -0.72, 1.15], [-0.84, -1.78, 1.56], [1.10, -2.47, -0.65], [-1.58, -3.17, -1.11], [-0.07, -2.10, -1.42], [-1.11, 1.26, 0.36], [0.58, 0.54, 0.30]], "lumo_energy_ev": -1.5, "orbital_gap_ev": 7.56}

=====

model 2 has the most favorable energy; the next structure is 5.9 kcal/mol above.

=====

Model 1:
{"formula": "CH2N2OS2", "method": "wB97M-V/def2-TZVPD", "species": ["C", "N", "N", "O", "S", "S", "H", "H"], "positions_angstrom": [[-1.98, -0.11, -1.06], [-2.84, -0.87, -1.15], [0.94, -0.54, 0.76], [1.89, 1.64, 0.17], [-0.70, 0.99, -1.09], [0.79, 1.03, 0.77], [1.77, -1.13, 0.78], [0.12, -1.01, 0.81]], "lumo_energy_ev": -1.2, "orbital_gap_ev": 8.44}

=====

Model 2:
{"formula": "CH2N2OS2", "method": "wB97M-V/def2-TZVPD", "species": ["C", "N", "N", "O", "S", "S", "H", "H"], "positions_angstrom": [[1.24, 0.01, -0.09], [0.67, -1.15, -0.31], [-0.34, -1.75, -0.04], [-1.61, 1.98, -0.58], [-1.82, -0.89, 0.37], [-1.10, 1.11, 0.50], [0.88, 0.49, 0.82], [2.09, 0.20, -0.69]], "lumo_energy_ev": [-1.4, -1.6], "orbital_gap_ev": [7.76, 7.02]}

=====

model 1 has the most favorable energy; the next structure is 50.3 kcal/mol above.

=====

Model 1:
{"formula": "C32H68NO16", "method": "wB97M-V/def2-TZVPD", "species": ["N", "H", "H", "H", "H", "O", "C", "O", "C", "C", "C", "H", "H", "H", "H", "H", "H", "H", "H", "O", "C", "O", "C", "C", "C", "H", "H", "H", "H", "H", "H", "H", "H", "O", "C", "O", "C", "C", "C", "H", "H", "H", "H", "H", "H", "H", "H", "O", "C", "O", "C", "C", "C", "H", "H", "H", "H", "H", "H", "H", "H", "O", "C", "O", "C", "C", "C", "H", "H", "H", "H", "H", "H", "H", "H", "O", "C", "O", "C", "C", "C", "H", "H", "H", "H", "H", "H", "H", "H", "O", "C", "O", "C", "C", "C", "H", "H", "H", "H", "H", "H", "H", "H", "O", "C", "O", "C", "C", "C", "H", "H", "H", "H", "H", "H", "H", "H"], "positions_angstrom": [[27.76, 23.88, 12.78], [28.38, 23.22, 12.32], [26.76, 23.79, 12.86], [27.95, 24.67, 12.32], [28.18, 23.94, 13.77], [28.90, 25.52, 10.24], [28.78, 24.77, 9.29], [29.83, 24.14, 8.63], [31.15, 24.27, 8.94], [32.04, 23.69, 7.90], [27.36, 24.49, 8.69], [31.33, 23.89, 9.71], [31.43, 25.08, 9.11], [32.04, 22.61, 8.09], [33.05, 24.22, 8.23], [31.79, 23.99, 6.82], [27.09, 23.66, 8.33], [27.28, 25.19, 7.78], [26.60, 24.71, 9.21], [21.20, 18.62, 13.49], [22.49, 18.52, 13.62], [23.34, 19.52, 13.75], [22.91, 20.82, 13.52], [24.18, 21.61, 13.92], [23.10, 16.99, 13.51], [21.91, 20.92, 14.01], [22.68, 20.82, 12.36], [24.62, 21.20, 14.98], [23.95, 22.60, 13.99], [25.03, 21.52, 13.25], [23.08, 16.58, 14.52], [24.06, 17.10, 13.36], [22.48, 16.49, 12.66], [30.53, 24.40, 13.67], [31.68, 24.24, 13.31], [32.46, 25.06, 12.56], [31.99, 26.40, 12.25], [32.86, 27.13, 11.24], [32.28, 22.85, 13.29], [31.91, 27.04, 13.10], [31.02, 26.20, 11.71], [33.17, 26.71, 10.30], [33.69, 27.21, 11.67], [32.64, 28.24, 11.16], [31.61, 22.03, 13.84], [33.15, 22.85, 13.81], [32.71, 22.59, 12.26], [25.45, 24.20, 15.15], [25.09, 24.64, 16.24], [23.90, 24.87, 16.72], [22.70, 24.71, 15.98], [21.52, 25.13, 16.89], [26.29, 24.86, 17.20], [22.54, 23.95, 15.27], [22.64, 25.44, 15.08], [21.42, 24.40, 17.71], [20.64, 25.23, 16.28], [21.82, 26.14, 17.12], [26.26, 23.90, 17.77], [26.13, 25.69, 17.99], [27.26, 25.07, 16.70], [26.24, 22.21, 10.74], [25.22, 21.59, 10.44], [24.02, 21.97, 10.09], [23.63, 23.31, 10.41], [22.21, 23.60, 9.67], [25.45, 20.12, 10.32], [24.29, 23.93, 10.01], [23.69, 23.65, 11.40], [21.30, 22.91, 10.06], [22.19, 23.26, 8.75], [21.87, 24.57, 9.59], [24.98, 19.69, 9.40], [25.02, 19.47, 11.02], [26.46, 19.88, 10.56], [25.80, 25.92, 11.56], [25.09, 26.86, 11.81], [25.01, 27.98, 11.26], [25.52, 28.11, 9.90], [24.74, 29.32, 9.30], [24.33, 26.74, 13.24], [25.27, 27.11, 9.48], [26.71, 28.18, 9.77], [25.03, 30.16, 9.74], [23.68, 29.25, 9.02], [25.01, 29.36, 8.21], [24.85, 27.31, 14.16], [24.22, 25.62, 13.63], [23.42, 27.31, 13.16], [28.16, 26.20, 14.63], [29.11, 27.00, 14.74], [29.47, 27.98, 13.82], [28.50, 28.36, 12.73], [29.29, 29.29, 11.84], [30.08, 27.07, 15.89], [27.81, 29.04, 13.15], [28.19, 27.44, 12.19], [28.69, 29.70, 11.00], [30.00, 28.83, 11.29], [29.50, 30.27, 12.18], [31.06, 26.43, 15.53], [29.67, 26.70, 16.75], [30.45, 27.93, 16.05], [27.40, 21.48, 14.28], [27.69, 20.84, 15.32], [27.64, 19.54, 15.50], [26.98, 18.74, 14.57], [26.83, 17.30, 15.08], [28.05, 21.45, 16.66], [27.46, 18.65, 13.55], [25.98, 19.20, 14.45], [27.90, 17.18, 15.17], [26.29, 16.53, 14.35], [26.36, 17.18, 16.10], [28.36, 22.39, 16.24], [28.86, 21.12, 17.20], [27.34, 21.80, 17.34]], "charge": 1, "lumo_energy_ev": -1.6, "orbital_gap_ev": 10.03}

=====

Model 2:
{"formula": "C32H68NO16", "method": "wB97M-V/def2-TZVPD", "species": ["N", "H", "H", "H", "H", "O", "C", "O", "C", "C", "C", "H", "H", "H", "H", "H", "H", "H", "H", "O", "C", "O", "C", "C", "C", "H", "H", "H", "H", "H", "H", "H", "H", "O", "C", "O", "C", "C", "C", "H", "H", "H", "H", "H", "H", "H", "H", "O", "C", "O", "C", "C", "C", "H", "H", "H", "H", "H", "H", "H", "H", "O", "C", "O", "C", "C", "C", "H", "H", "H", "H", "H", "H", "H", "H", "O", "C", "O", "C", "C", "C", "H", "H", "H", "H", "H", "H", "H", "H", "O", "C", "O", "C", "C", "C", "H", "H", "H", "H", "H", "H", "H", "H", "O", "C", "O", "C", "C", "C", "H", "H", "H", "H", "H", "H", "H", "H"], "positions_angstrom": [[0.11, 0.30, 0.41], [0.75, -0.57, 0.45], [-0.82, 0.07, 0.56], [0.18, 0.60, -0.60], [0.56, 1.13, 1.04], [1.03, 3.01, -0.40], [1.50, 3.08, -1.51], [0.79, 3.48, -2.60], [-0.61, 4.11, -2.54], [-1.05, 4.70, -3.85], [2.95, 2.83, -1.81], [-0.66, 4.93, -1.86], [-1.40, 3.51, -2.37], [-2.02, 5.10, -3.67], [-0.94, 4.00, -4.67], [-0.32, 5.50, -4.15], [3.18, 2.61, -2.83], [3.26, 2.01, -1.25], [3.79, 3.62, -1.60], [1.70, -0.04, -2.22], [2.32, -0.72, -3.03], [3.68, -1.09, -2.95], [4.49, -0.66, -1.92], [5.99, -1.14, -2.29], [1.69, -1.30, -4.25], [4.15, -1.02, -0.89], [4.35, 0.40, -1.87], [6.70, -0.69, -1.78], [6.09, -0.71, -3.44], [6.02, -2.23, -2.12], [0.79, -1.79, -3.80], [2.15, -2.04, -4.66], [1.32, -0.45, -4.79], [-5.90, -1.93, -0.75], [-5.37, -2.96, -0.26], [-4.40, -2.88, 0.73], [-4.02, -1.60, 1.16], [-3.18, -1.65, 2.47], [-5.84, -4.37, -0.65], [-4.81, -1.12, 1.23], [-3.36, -1.10, 0.43], [-3.70, -1.89, 3.31], [-2.80, -0.75, 2.76], [-2.31, -2.44, 2.33], [-5.84, -4.42, -1.82], [-6.73, -4.54, -0.47], [-5.14, -4.75, -0.36], [-0.55, -2.69, 0.25], [-0.17, -3.75, 0.74], [1.09, -4.19, 0.78], [2.10, -3.58, -0.13], [3.24, -4.63, -0.33], [-1.21, -4.61, 1.46], [2.53, -2.68, 0.48], [1.66, -3.63, -1.06], [4.24, -4.24, -0.62], [2.89, -5.25, -1.15], [3.36, -5.12, 0.61], [-1.28, -5.84, 1.43], [-2.08, -4.48, 1.02], [-1.16, -4.47, 2.55], [3.28, 0.47, 1.13], [4.25, 0.82, 1.66], [4.55, 2.07, 2.24], [3.49, 3.03, 2.39], [4.08, 4.07, 3.30], [5.51, 0.01, 1.76], [2.73, 2.43, 2.87], [3.37, 3.47, 1.40], [3.22, 4.81, 3.53], [4.69, 4.78, 2.80], [4.43, 3.52, 4.23], [6.38, 0.55, 2.14], [5.54, -0.53, 0.73], [5.26, -0.86, 2.55], [0.10, -0.33, 3.30], [-0.17, -0.69, 4.45], [0.19, -1.86, 5.08], [0.98, -2.95, 4.40], [2.45, -2.69, 4.46], [-1.11, 0.05, 5.42], [0.97, -2.81, 3.29], [0.91, -4.07, 4.65], [2.90, -2.72, 5.34], [2.88, -1.89, 3.72], [2.66, -3.77, 4.08], [-1.21, -0.54, 6.22], [-2.17, 0.09, 5.08], [-0.49, 0.81, 5.60], [-1.92, -0.16, -1.92], [-2.29, -0.82, -2.97], [-2.30, -0.31, -4.18], [-2.02, 0.99, -4.41], [-1.70, 1.30, -5.86], [-2.79, -2.17, -2.79], [-1.27, 1.47, -3.82], [-2.91, 1.49, -3.82], [-0.74, 0.82, -6.24], [-1.56, 2.48, -6.27], [-2.44, 0.98, -6.45], [-2.19, -2.87, -3.19], [-3.71, -2.38, -3.15], [-2.86, -2.30, -1.73], [-2.77, 1.57, 1.39], [-3.52, 2.41, 1.95], [-3.70, 3.70, 1.43], [-3.09, 4.17, 0.23], [-3.74, 5.50, -0.34], [-4.40, 2.23, 3.16], [-3.16, 3.37, -0.34], [-1.96, 4.31, 0.30], [-3.70, 6.51, 0.12], [-4.79, 5.55, -0.66], [-3.28, 5.68, -1.28], [-5.45, 2.14, 2.82], [-4.12, 2.86, 3.84], [-4.21, 1.34, 3.51]], "charge": 1, "lumo_energy_ev": -1.5, "orbital_gap_ev": 10.46}

=====

model 2 has the most favorable energy; the next structure is 6.5 kcal/mol above.